Entry 1:
107
Properties=species:S:1:pos:R:3:forces:R:3:lowdin_spin:R:1 method="wB97M-V/def2-TZVPD" multiplicity=3 total_charge=-2 e_tot_ev=-194151.98663 orbital_gap_ev="4.9 / 4.9"
As -0.703504 0.376089 3.656990 -0.6 0.2 0.8 0.01
V -0.189128 -0.397404 0.257441 0.2 -0.2 -0.2 1.92
S 0.115632 -0.086470 5.548579 0.5 -0.1 -0.1 0.00
S 2.466277 -1.736484 2.024739 1.4 -0.8 0.9 0.00
S -2.725898 0.914944 3.892122 -0.2 0.0 -0.3 0.01
S -0.379676 -1.359075 2.285672 -0.2 0.1 0.9 -0.03
S 0.530805 2.183456 3.034440 0.0 0.0 -0.2 0.01
O 2.477535 -0.267162 1.955067 0.1 0.5 -0.1 0.00
N -1.601828 1.049706 0.613814 -0.2 0.4 0.0 0.00
N 1.132494 -1.653712 -0.775995 -0.2 -0.3 -0.3 -0.01
N -1.654996 -1.622926 -0.348652 -0.2 -0.5 -0.7 0.01
N 1.137212 1.108139 -0.158876 0.1 0.2 0.1 0.00
C 2.053580 -3.520493 -1.772821 0.4 0.1 0.0 0.01
C -1.356657 2.319251 0.977409 -0.4 0.3 -0.2 0.04
C 2.878174 4.959350 1.438635 -0.1 0.1 -0.2 0.00
C 5.466630 -2.765020 -1.592206 0.0 0.0 -0.2 0.00
C 1.521504 -4.852288 -3.808549 0.0 -0.1 0.1 0.00
C -2.613087 4.558421 1.306193 -0.1 -0.1 -0.1 0.00
C -3.012852 -1.421392 -0.157581 -0.7 0.3 0.1 0.00
C -5.200584 -2.832854 -0.168424 0.0 0.1 -0.2 0.00
C 4.305265 -2.589837 -2.572284 0.0 0.0 0.2 0.00
C -2.966955 0.967532 0.442242 -0.2 0.4 -0.1 0.00
C -6.038959 -2.391619 -1.373256 0.0 0.0 0.1 0.00
C 2.587155 -2.181318 3.802336 -0.5 0.0 -0.3 0.00
C 4.236689 -2.175027 1.841906 -0.1 -0.1 -0.2 0.00
C -2.796297 -3.601545 -0.669722 -0.3 0.1 0.1 -0.01
C -0.321675 -3.591792 -0.970897 0.1 0.0 0.0 -0.01
C -5.608974 3.273701 1.763299 0.0 -0.1 -0.1 0.00
C 2.390102 -1.353501 -1.271117 0.5 0.4 -0.2 0.01
C -3.567818 2.228432 0.667511 0.1 -0.2 -0.2 0.03
C 2.209267 4.657028 0.092579 0.1 -0.2 0.3 0.00
C 4.236010 2.704377 -1.488065 -0.2 -0.1 -0.2 0.00
C 2.065596 3.184504 -0.147044 -0.2 0.0 -0.1 0.00
C -3.169668 -5.160718 -2.583503 0.0 -0.1 0.1 0.00
C 5.974159 -3.818280 1.671565 0.0 -0.1 0.0 0.00
C 2.976763 -2.524188 -1.881290 -0.2 -0.3 0.0 0.01
C 4.182143 2.763060 -3.019012 0.2 0.1 0.1 0.00
C 0.901599 -2.947391 -1.108321 -0.2 0.1 0.0 0.01
C 2.931928 -0.099454 -1.328877 -0.3 -0.4 0.1 -0.03
C 1.021914 2.363764 0.316302 0.1 0.4 -0.2 -0.01
C -3.618379 -0.231553 0.151891 0.3 -0.4 0.0 0.03
C -3.035371 -5.026307 -1.061170 0.0 0.2 -0.1 0.00
C -3.005896 5.368682 0.066681 0.0 0.1 0.2 0.00
C -5.036349 2.515165 0.559117 0.1 0.0 0.2 0.00
C 6.535047 -1.486557 1.858532 0.0 -0.1 0.0 0.00
C 6.929610 -2.814035 1.754865 0.1 0.0 0.0 0.00
C 0.002447 2.772242 1.310869 0.2 -0.5 0.6 0.00
C -1.511520 -2.946171 -0.655127 0.0 0.1 -0.1 0.00
C -3.727507 -2.652424 -0.358379 0.3 -0.2 0.1 0.00
C 2.329849 1.069713 -0.846597 0.3 0.5 -0.1 0.00
C 5.185252 -1.167176 1.891375 -0.1 0.1 0.0 0.00
C -2.529274 3.092476 1.004737 0.1 0.0 0.0 0.01
C 2.914280 2.354609 -0.876334 0.0 -0.3 0.2 -0.01
C 4.624621 -3.500009 1.709980 0.0 0.0 0.0 0.00
C 2.111574 -4.882647 -2.392417 -0.1 0.2 -0.1 0.00
H 3.867665 -4.273556 1.639063 0.0 0.0 0.0 0.00
H -5.810930 -3.000695 -2.249013 0.0 0.0 0.0 0.00
H 1.616647 -1.996653 4.257959 -0.1 0.1 0.0 0.00
H 6.426634 -2.777493 -2.114766 0.0 0.0 0.0 0.00
H -3.980053 -4.526000 -2.943296 0.0 0.0 0.0 0.00
H -6.686359 3.109840 1.843392 0.0 0.0 0.0 0.00
H -5.250931 3.071945 -0.362579 -0.1 -0.1 0.0 0.00
H 5.479109 -1.953655 -0.865469 0.0 0.0 0.1 0.00
H 3.147023 -5.231493 -2.438643 0.0 0.0 0.1 0.00
H 6.289525 -4.850527 1.572116 0.0 0.0 0.0 0.00
H -3.375342 -6.193721 -2.876967 0.0 0.0 0.0 0.00
H -2.211175 -5.654569 -0.714974 -0.1 0.0 0.1 0.00
H -5.562627 1.562541 0.476369 0.0 0.0 -0.1 0.00
H 4.980802 1.959805 -1.188071 0.1 0.1 0.0 0.00
H 2.335665 4.465602 2.244735 0.0 0.0 0.1 0.00
H 2.850957 -3.236328 3.865819 0.0 -0.1 0.0 0.00
H -2.240694 5.269553 -0.704445 0.0 0.0 0.0 0.00
H -3.946691 5.003297 -0.345823 0.0 0.0 -0.1 0.00
H 3.913374 0.000323 -1.777197 0.0 0.0 0.0 0.00
H -5.407947 -3.886907 0.034007 0.0 0.0 0.1 0.00
H -5.835124 -1.351030 -1.623937 0.0 0.0 0.0 0.00
H -3.120094 6.430816 0.300730 0.0 0.0 0.0 0.00
H 2.799980 5.099410 -0.715873 -0.1 0.0 0.0 0.00
H 0.485406 -4.515490 -3.768302 0.0 0.0 0.0 0.00
H 2.905787 6.035900 1.628637 0.0 0.0 0.1 0.00
H -5.134468 2.914924 2.676954 0.0 0.0 0.1 0.00
H 4.302533 -3.432162 -3.270235 0.0 0.1 -0.1 0.00
H 3.846039 1.808691 -3.423857 0.0 0.0 0.0 0.00
H 4.568079 3.670413 -1.098047 0.1 0.0 0.0 0.00
H 3.900426 4.578606 1.443926 0.0 0.0 0.0 0.00
H 2.078756 -4.151538 -4.431595 0.0 0.0 0.0 0.00
H 4.456745 -1.678296 -3.157535 0.0 0.0 -0.1 0.00
H 0.033348 3.850135 1.453056 -0.1 0.0 -0.2 0.00
H 4.828418 -0.146699 1.972649 0.0 0.0 0.0 0.00
H -5.512599 -2.263222 0.709580 0.0 -0.1 0.0 0.00
H 5.354320 -3.700875 -1.048348 0.0 0.0 0.1 0.00
H 1.223124 5.130864 0.064095 0.0 0.0 0.0 0.00
H 7.983668 -3.065295 1.736279 0.0 0.0 0.0 0.00
H 3.484960 3.536547 -3.343496 -0.1 0.0 0.0 0.00
H -4.698488 -0.235776 0.207425 0.0 0.0 0.0 0.00
H -3.950620 -5.386026 -0.582653 0.0 -0.1 0.0 0.00
H -2.250840 -4.835066 -3.072514 0.0 0.0 0.0 0.00
H 1.552332 -5.838543 -4.279503 0.0 0.0 0.0 0.00
H -1.651056 4.917260 1.676088 0.0 0.0 0.1 0.00
H -7.102623 -2.495342 -1.146654 0.0 0.0 -0.1 0.00
H -3.337983 4.723400 2.105497 0.1 0.1 0.1 0.00
H 3.336247 -1.552541 4.277783 0.1 0.1 -0.1 0.00
H -5.445224 4.347700 1.673795 0.0 0.0 0.1 0.00
H 5.167846 2.992050 -3.433996 0.0 0.0 -0.1 0.00
H -0.368116 -4.641836 -1.226819 0.0 0.0 0.0 0.00
H 1.548707 -5.598796 -1.788775 0.1 0.0 0.1 0.00
H 7.281624 -0.704156 1.927067 0.0 0.0 0.0 0.00

=====

Entry 2:
11
Properties=species:S:1:pos:R:3:forces:R:3:mulliken_charge:R:1 method="wB97M-V/def2-TZVPD" total_charge=+1 e_tot_ev=-5722.37412 orbital_gap_ev="9.5 / 6.5"
N 0.809539 -0.770893 1.234151 0.3 -1.9 0.2 -0.45
C 0.498475 0.492187 0.967400 -0.3 1.7 -0.2 -0.14
C -0.596049 -0.141480 -1.114746 -0.2 -0.6 -0.5 0.30
C -0.938388 -1.117857 -1.852444 -0.3 -0.3 -0.5 -0.48
C -0.208730 0.814607 -0.270523 0.4 0.7 0.8 -0.35
H -1.909031 -1.594960 -1.779661 -0.2 0.0 0.2 0.28
H 1.289880 -0.945605 2.114643 0.0 0.4 0.1 0.30
H 0.022540 1.049121 1.828279 -0.1 -0.1 0.0 0.44
H -0.408749 1.851424 -0.492273 -0.1 0.2 0.0 0.39
H 1.373565 1.202147 1.082062 0.1 -0.1 -0.1 0.43
H -0.322007 -1.510634 -2.651335 0.3 0.1 0.0 0.28

=====

Entry 3:
40
Properties=species:S:1:pos:R:3:forces:R:3:mulliken_charge:R:1 method="wB97M-V/def2-TZVPD" total_charge=+3 e_tot_ev=-131395.90682 orbital_gap_ev=8.4
Br -0.291739 -0.508903 3.272176 0.0 -0.1 0.0 -0.01
Ti 0.100928 0.599637 0.526708 0.1 0.5 -0.7 0.70
S -2.761045 1.228947 -0.758760 0.1 -0.2 0.0 0.45
O 0.312535 2.181244 -0.243188 0.0 -0.2 0.5 -0.53
O 0.859722 4.412927 -0.096057 0.0 0.0 -0.1 -0.34
O -1.676341 0.380274 0.100909 -0.5 0.0 -0.1 -0.51
O 3.892966 -0.555400 -0.381864 0.1 -0.1 0.2 -0.35
O 1.994459 0.143524 0.634820 0.2 0.0 0.0 -0.65
N 0.519535 -1.181999 -0.939075 0.0 0.1 -0.1 -0.55
N 1.913942 -1.257078 -1.106970 0.0 0.0 0.1 -0.13
N 0.160990 1.842197 2.133730 0.2 0.0 0.1 0.67
C -5.016236 0.316720 0.348669 0.0 -0.1 0.0 -0.54
C 0.373502 2.091276 4.475343 -0.1 0.0 -0.1 -0.57
C 2.635169 -0.530545 -0.244858 0.0 0.1 0.0 1.00
C 0.701609 3.428135 4.258877 0.0 0.0 0.0 -0.26
C -4.166142 0.103772 -0.896962 0.1 0.1 -0.1 -0.67
C -5.028954 1.824617 0.565114 0.0 0.1 0.0 -0.73
C 0.506924 3.121527 1.917437 0.0 0.1 0.2 0.58
C 0.600921 3.419731 0.454920 -0.1 -0.3 -0.2 0.42
C 4.784716 0.173041 0.563843 -0.2 -0.2 -0.2 -0.63
C -3.571788 2.295025 0.482167 0.1 -0.1 0.0 -0.40
C 0.783423 3.964777 2.964110 0.0 0.0 0.1 -0.72
C 0.108386 1.331588 3.352027 0.1 0.2 0.2 0.40
H 0.090711 -0.997467 -1.847119 0.0 0.0 0.0 0.34
H -5.620789 2.321361 -0.204651 0.0 0.0 0.0 0.35
H -4.660862 0.461674 -1.807378 0.0 0.0 0.0 0.48
H -5.441805 2.112411 1.531044 0.0 0.0 0.0 0.36
H -3.774948 -0.894330 -1.092306 0.0 0.0 0.0 0.43
H -3.018212 2.099605 1.403408 0.0 0.0 0.0 0.14
H 5.754102 -0.275122 0.388286 0.0 0.0 0.0 0.27
H 1.064940 4.995016 2.788464 0.0 0.0 0.0 0.56
H -4.582886 -0.207930 1.202264 0.0 0.0 0.0 0.26
H 2.337830 -1.872687 -1.792302 0.0 0.0 0.0 0.26
H 0.333707 1.669247 5.470452 0.0 0.0 0.0 0.53
H 0.915376 4.060680 5.112130 0.0 0.0 0.0 0.49
H -3.421704 3.326521 0.167704 0.0 0.0 0.0 0.54
H 4.764081 1.219580 0.279845 0.0 0.0 0.1 0.32
H 4.431329 -0.006717 1.573061 0.0 0.0 0.0 0.32
H -6.014374 -0.086985 0.184012 0.0 0.0 0.0 0.40
H 0.168387 -2.086504 -0.617160 0.0 0.0 0.0 0.35

=====

Record order is preserved below.
Energy relative to the best compared isomer or geometry (same formula, charge and spin): 0.8740; 4.4264; 0.1160 eV